1.
{
  "formula": "C22H27F4N3O4S",
  "method": "wB97M-V/def2-TZVPD",
  "symbols": ["O", "O", "O", "O", "F", "F", "F", "F", "C", "C", "C", "C", "C", "C", "C", "C", "C", "C", "C", "C", "C", "C", "N", "N", "N", "C", "C", "C", "C", "C", "C", "C", "C", "S", "H", "H", "H", "H", "H", "H", "H", "H", "H", "H", "H", "H", "H", "H", "H", "H", "H", "H", "H", "H", "H", "H", "H", "H", "H", "H", "H"],
  "coordinates": [[-1.7063, -1.1373, -5.5131], [-2.0891, -1.1629, -0.5872], [-0.4153, 6.0326, -1.0144], [-0.2520, 7.3026, 1.0860], [0.4957, -2.5928, 2.8921], [2.4406, -2.5764, 6.5962], [2.3316, -3.6379, 4.6807], [0.4747, -3.2355, 5.8399], [-1.6785, -0.1923, -4.7359], [-2.1452, -1.8208, -1.6178], [-0.1648, 2.3993, 1.6662], [1.7714, 3.3391, 2.7593], [1.6582, 0.9922, 4.6076], [0.7116, -0.2424, 2.7712], [1.8565, -0.1994, 5.3087], [-0.3475, 3.5919, 0.9628], [1.5864, 4.5368, 2.0660], [0.8998, -1.4375, 3.4667], [0.8970, 2.2519, 2.5769], [1.0911, 0.9919, 3.3228], [1.4882, -1.4321, 4.7402], [0.5276, 4.6653, 1.1618], [-3.1101, -2.7371, -1.7505], [-1.4247, -0.3167, -3.4340], [1.8014, 6.6849, -0.1622], [-1.9540, 1.2057, -5.2352], [1.6873, -2.7421, 5.4753], [-3.4092, -3.5516, -2.9300], [0.2767, -4.1383, -2.0132], [1.0660, -2.6847, -0.1515], [0.9590, -2.8147, -1.6640], [0.3481, -1.5553, -2.3198], [-1.1332, -1.5838, -2.7577], [0.2728, 6.2144, 0.2634], [-0.8760, 1.5941, 1.5060], [2.6177, 3.2639, 3.4337], [1.9360, 1.9258, 5.0867], [0.2684, -0.3023, 1.7825], [2.2961, -0.1527, 6.3023], [-1.1797, 3.6837, 0.2666], [2.2709, 5.3677, 2.2271], [-3.7211, -2.8236, -0.9528], [-1.4511, 0.5139, -2.8642], [1.9934, 6.2031, -1.0286], [1.7264, 7.6808, -0.3170], [-2.8797, 1.5665, -4.7921], [-2.0540, 1.1793, -6.3193], [-1.1291, 1.8603, -4.9612], [-4.3037, -4.1505, -2.7508], [-3.5851, -2.9082, -3.7956], [-2.5780, -4.2237, -3.1500], [0.8885, -4.9649, -1.6524], [-0.7007, -4.2023, -1.5395], [0.1769, -4.2288, -3.0947], [1.6546, -1.8037, 0.1015], [1.5585, -3.5638, 0.2635], [0.0700, -2.5925, 0.2803], [1.9837, -2.8865, -2.0297], [0.5031, -0.7011, -1.6592], [0.9348, -1.3600, -3.2191], [-1.2327, -2.3914, -3.4810]],
  "homo_energy_ev": -9.47,
  "smiles": "NS(=O)(=O)c1ccc(-c2ccc(C(F)(F)F)c(F)c2)cc1.CNC(=O)[C@H](CC(C)C)NC(C)=O",
  "e_tot_ev": -57618.81763
}

2.
{
  "formula": "C9H18N2O3",
  "method": "wB97M-V/def2-TZVPD",
  "symbols": ["C", "C", "C", "C", "C", "C", "C", "C", "C", "H", "H", "H", "H", "H", "H", "H", "H", "H", "H", "H", "H", "H", "H", "H", "H", "H", "H", "N", "N", "O", "O", "O"],
  "coordinates": [[2.7519, -0.5237, -0.1900], [1.4108, -0.8196, 0.5652], [3.2124, 0.8798, 0.2727], [-0.9252, -1.1153, 0.6155], [-1.8950, -2.1339, 0.0678], [-1.6687, 0.1993, 0.6108], [-0.9507, 1.3155, 1.3643], [-1.7703, 0.7564, -0.7412], [-2.6943, 2.0475, -0.7832], [4.0331, -0.9862, -2.0392], [2.1162, -1.8249, -1.7820], [3.2706, -1.2878, 0.5127], [4.1916, 1.0850, -0.2111], [3.2491, 0.8828, 1.3437], [2.4699, 1.5847, -0.0676], [0.3568, -0.4324, -0.9265], [-0.5247, -1.3897, 1.5629], [-2.7730, 0.0547, 1.0185], [-1.7513, 1.9085, 2.0062], [-0.3454, 2.2416, 0.5655], [0.0915, 0.7042, 2.0001], [-0.7442, 0.9446, -1.1973], [-2.2387, 0.0141, -1.4265], [-3.0238, 2.4009, -1.7429], [-3.5128, 1.8377, -0.2369], [-2.3149, 3.0274, -0.4456], [-0.2446, -3.0382, -0.5256], [2.5999, -0.7575, -1.6396], [0.2787, -0.9896, -0.1371], [1.5752, -1.2200, 1.7711], [-3.0865, -2.1020, 0.0823], [-1.1433, -3.2639, -0.2669]],
  "homo_energy_ev": -9.99,
  "e_tot_ev": -18742.39926
}

3.
{
  "formula": "C12H20Si",
  "method": "wB97M-V/def2-TZVPD",
  "symbols": ["C", "C", "C", "C", "C", "C", "C", "C", "C", "C", "C", "C", "Si", "H", "H", "H", "H", "H", "H", "H", "H", "H", "H", "H", "H", "H", "H", "H", "H", "H", "H", "H", "H"],
  "coordinates": [[-2.5558, 2.9260, 0.9605], [-1.8577, 3.0343, -0.2217], [-2.2041, 1.9451, 1.8597], [-0.9605, 2.0819, -0.5776], [-1.2813, 0.9730, 1.5226], [-0.6935, 1.0397, 0.2752], [0.3572, -2.4452, 0.9402], [-1.1356, -1.6724, -0.9975], [1.3452, -2.3393, -1.3805], [1.9994, 0.3072, 1.3086], [1.7949, 0.6898, -1.6410], [0.3293, -1.7373, -0.4271], [0.8473, 0.0776, -0.1385], [-3.3778, 3.5987, 1.1732], [-2.0488, 3.8381, -0.8776], [-2.7309, 1.8391, 2.7789], [-0.4983, 2.1617, -1.5497], [-1.1215, 0.1385, 2.1918], [1.3776, -2.5862, 1.2725], [-0.0865, -1.7540, 1.6662], [-0.1789, -3.3715, 1.0321], [-1.1986, -1.0744, -1.9037], [-1.8231, -1.2609, -0.2891], [-1.5113, -2.6649, -1.2846], [2.2989, -1.9382, -1.0821], [1.2379, -1.9856, -2.4044], [1.3910, -3.4590, -1.3089], [2.2097, 1.3554, 1.5095], [2.9137, -0.3002, 1.3811], [1.3582, -0.0326, 2.1184], [1.9727, 1.7583, -1.5341], [2.7066, 0.1739, -1.8889], [1.1248, 0.6835, -2.4834]],
  "homo_energy_ev": -9.00,
  "smiles": "CC(C)(C)[Si](C)(C)c1ccccc1",
  "e_tot_ev": -20646.44048
}

4.
{
  "formula": "C17H25IrN8O4S2",
  "method": "wB97M-V/def2-TZVPD",
  "symbols": ["Ir", "C", "C", "N", "N", "C", "N", "S", "C", "C", "C", "C", "C", "N", "H", "H", "H", "H", "H", "H", "H", "H", "H", "O", "N", "C", "C", "C", "C", "C", "S", "H", "H", "H", "H", "O", "N", "O", "O", "C", "C", "C", "C", "N", "N", "H", "H", "H", "H", "H", "H", "H", "H", "H", "H", "H", "H"],
  "coordinates": [[-0.5192, -0.8334, -0.2264], [1.1882, -2.3343, 3.7703], [0.9689, -1.7121, 2.4281], [-0.1923, -1.6300, 1.8938], [-1.2594, -2.1456, 2.5615], [-2.3636, -1.4904, 2.3038], [-3.4935, -1.9406, 2.9028], [-2.4874, -0.0501, 1.3436], [2.0747, -1.1184, 1.6495], [3.4071, -1.2421, 2.0285], [4.3851, -0.6374, 1.2580], [4.0118, 0.0743, 0.1311], [2.6661, 0.1365, -0.1894], [1.7277, -0.4387, 0.5496], [0.3181, -2.1516, 4.3962], [2.0755, -1.9409, 4.2601], [1.2916, -3.4175, 3.6726], [-3.4548, -2.8698, 3.2898], [-4.3676, -1.6295, 2.5177], [3.6747, -1.8134, 2.9044], [5.4273, -0.7275, 1.5345], [4.7416, 0.5617, -0.4995], [2.3262, 0.6399, -1.0844], [0.4995, -0.3643, -2.2114], [0.3161, -1.3541, -3.0813], [0.0611, -1.0178, -4.3630], [-0.1155, -1.9761, -5.3201], [-0.0471, -3.3201, -4.9416], [0.1839, -3.6415, -3.6291], [0.3661, -2.6449, -2.6557], [0.6285, -2.9676, -0.9963], [0.0108, 0.0446, -4.5404], [-0.3184, -1.6776, -6.3374], [-0.1939, -4.1019, -5.6743], [0.2151, -4.6679, -3.2944], [-2.3979, -2.3395, -0.6637], [-2.9073, -1.5695, -1.5157], [-3.9560, -1.7973, -2.0667], [-2.2361, -0.5109, -1.7751], [-0.1595, 4.1775, 2.0714], [-0.6077, 3.6222, 0.7241], [0.0210, 4.4241, -0.4104], [-2.1365, 3.6694, 0.6335], [-0.0754, 2.2447, 0.6828], [-0.4426, 1.4929, -0.4632], [-0.4951, 5.2083, 2.1895], [0.9276, 4.1488, 2.1516], [-0.5823, 3.5899, 2.8896], [-0.2772, 5.4710, -0.3431], [-0.3001, 4.0563, -1.3874], [1.1093, 4.3667, -0.3562], [-2.4862, 4.6980, 0.7344], [-2.5894, 3.0703, 1.4255], [-2.5106, 3.3045, -0.3261], [-0.4483, 1.7218, 1.4721], [0.1913, 1.6803, -1.2317], [-1.3944, 1.6704, -0.7862]],
  "spin_multiplicity": 5,
  "homo_energy_ev": [-7.04, -7.81],
  "e_tot_ev": -62648.20562
}

5.
{
  "formula": "C3H5IS",
  "method": "wB97M-V/def2-TZVPD",
  "symbols": ["C", "C", "C", "S", "I", "H", "H", "H", "H", "H"],
  "coordinates": [[-0.1852, 1.3342, 0.3543], [-0.3686, -1.0078, -0.6202], [0.3328, 0.0355, 0.1606], [-1.6026, 1.8288, -0.2986], [2.4807, -0.0283, -0.0619], [0.4058, 2.0402, 0.9289], [-0.0784, -2.0116, -0.3167], [-0.0897, -0.8883, -1.6715], [-1.4461, -0.8883, -0.5322], [0.5512, -0.4145, 2.0574]],
  "homo_energy_ev": [-8.87, -9.00],
  "e_tot_ev": -22124.00092
}

6.
{
  "formula": "C9H7ClN3O2",
  "method": "wB97M-V/def2-TZVPD",
  "symbols": ["C", "C", "C", "C", "C", "C", "C", "C", "C", "N", "N", "N", "O", "O", "Cl", "H", "H", "H", "H", "H", "H", "H"],
  "coordinates": [[2.2727, 1.1280, -3.2047], [2.7098, -0.1842, -3.1644], [1.3739, 1.1611, -2.1494], [-1.9820, -1.1394, 1.2439], [-1.8362, 0.2248, 0.8230], [-1.1589, -2.1445, 0.6949], [-0.5440, 0.5168, 4.1862], [-0.8339, 0.4954, -0.0112], [-0.1465, -0.5278, -0.5452], [2.1857, -0.8801, -2.1473], [-0.2576, -1.8247, -0.2742], [1.3453, -0.0530, -1.5693], [0.0749, 0.4977, 3.1698], [-0.5144, 0.2158, 5.3105], [-2.5279, 1.3561, 3.7266], [2.5130, 1.8570, -4.0376], [3.6139, -0.6732, -3.6975], [0.6532, 2.0476, -1.8231], [-2.7865, -1.3736, 1.8914], [-2.4544, 1.0333, 1.1742], [-1.1275, -3.1702, 0.8321], [-0.5724, 1.4372, -0.4288]],
  "spin_multiplicity": 3,
  "charge": -1,
  "homo_energy_ev": [-2.92, -5.71],
  "e_tot_ev": -30529.91643
}